No. 1
This record from the OMol25 dataset describes a cluster of 2 separate species, C5H14 in total. The level of theory is the ωB97M-V functional and the def2-TZVPD basis.

Computed properties:
Frontier orbital gap: 12.6 eV
Total charge: 0
Relative energy (zero: lowest compared OMol25 entry of this formula, charge and spin): 15.0 kJ/mol
Structure (SMILES): CCC.CC
HOMO: -11.420 eV

Last column: Löwdin charge in e.
Geometry (Å):
C 1.44189 -1.61841 -0.82098  -0.326
C 2.65929 -1.40192 -1.72563  -0.128
C 0.47713 -0.43348 -0.83863  -0.129
H 0.90142 -2.48015 -1.22905  0.097
H 1.69721 -1.84698 0.21248  0.095
H 3.18352 -0.48936 -1.44474  0.067
H -0.16625 -0.46472 -1.72402  0.075
H -0.13347 -0.44003 0.06223  0.045
H 1.00150 0.52791 -0.87513  0.070
H 3.28613 -2.30213 -1.71616  0.068
H 2.31028 -1.31528 -2.76222  0.071
C -1.59693 2.12414 1.68561  -0.170
C -2.56177 0.95423 1.51953  -0.172
H -2.14976 3.00717 2.02844  0.062
H -0.87851 1.91138 2.47114  0.057
H -1.04787 2.35489 0.77061  0.058
H -3.47111 1.20364 0.96493  0.064
H -2.12491 0.15392 0.92851  0.035
H -2.82779 0.55518 2.49307  0.061

No. 2
This record from the OMol25 dataset describes a cluster of 2 separate species, C7H15N2 in total at a distorted geometry. The level of theory is the ωB97M-V functional and the def2-TZVPD basis.

Computed properties:
Frontier orbital gap (spin up / spin down): 5.9 / 10.1 eV
Total charge: +1
Relative energy (zero: lowest compared OMol25 entry of this formula, charge and spin): 543.1 kJ/mol
HOMO (spin up / spin down): -13.000 / -14.885 eV

Last column: Löwdin charge in e.
Geometry (Å):
C 2.15623 -0.65846 -0.98570  -0.290
C 3.05966 0.85981 0.64809  -0.083
C -0.48357 1.31514 0.80732  -0.079
C -3.32841 0.07042 0.15552  0.035
C -1.87533 -1.48921 -1.20170  0.003
C 2.48916 -0.56357 0.48251  -0.191
C -1.92557 -0.30804 -0.27082  -0.354
N -0.90423 0.29935 -0.03729  0.113
N 1.18611 -0.42258 -1.67487  0.258
H 3.10173 -1.00018 -1.43028  0.155
H 2.97468 0.97318 1.71952  0.084
H 2.34579 1.56568 0.31095  0.040
H 4.10872 0.98813 0.41192  0.094
H -0.71200 1.25361 1.96651  0.154
H 0.64307 1.53582 0.57781  0.089
H -0.99371 2.31960 0.57911  0.130
H -3.51082 0.83513 -0.59891  0.114
H -3.45003 0.53000 1.14457  0.102
H -3.98286 -0.77443 -0.06535  0.096
H -0.97447 -1.32625 -1.82349  0.063
H -1.74133 -2.31322 -0.49875  0.109
H -2.73860 -1.72809 -1.83631  0.105
H 1.42687 -0.48636 0.90816  0.104
H 3.12890 -1.47548 0.71148  0.148